Density functional theory data (ωB97M-V with the def2-TZVPD basis set) for a cluster of 2 separate species, C6H9N in total.

```
16
Properties=species:S:1:pos:R:3:forces:R:3
C -1.411994 -0.141293 0.284927 0.53 -0.90 -0.24
C -2.023761 0.957440 1.034053 -0.08 0.17 0.21
C 2.877659 0.169656 0.234330 -0.33 0.14 0.65
C -1.261694 -0.718334 -1.094060 -0.04 -0.02 -0.03
C -0.705116 -1.228355 0.205429 -0.58 0.93 -0.13
C 3.458069 0.048799 -0.916004 0.30 -0.15 -0.78
N 2.456487 0.419994 1.343254 0.18 0.33 0.41
H -1.887968 1.897825 0.500557 -0.01 0.05 0.03
H -1.587796 1.041882 2.028881 -0.06 0.04 0.03
H -2.100006 -1.230792 -1.558188 -0.08 -0.05 -0.02
H -0.598812 -0.238611 -1.807861 0.07 0.08 -0.07
H -0.116686 -1.996418 0.642899 0.25 -0.34 0.27
H 3.156393 0.655541 -1.749677 -0.15 0.15 -0.10
H 4.249681 -0.659389 -1.071871 0.12 -0.21 0.08
H -3.099389 0.789927 1.138494 0.04 0.03 -0.02
H 1.639680 -0.029128 1.731519 -0.17 -0.25 -0.28
```
Positions in Å, forces in eV/Å.

Results
**M**: 95.145 g mol⁻¹
**SMILES**: CC1=CC1.C=C=N
**Maximum force**: 0.0216 hartree/bohr
**Kohn-Sham gap**: 0.364 Ha

***

Density functional theory data (ωB97M-V with the def2-TZVPD basis set) for a structure of composition C21H39Al3Cl4F7InLiO6PS.

```
84
Properties=species:S:1:pos:R:3:forces:R:3
C -0.865214 -2.309064 -5.439255 0.05 0.24 -0.14
C -0.777116 -1.172421 -4.256434 0.89 -1.34 1.50
C -1.262441 -1.836396 -2.800458 0.42 -1.16 -1.78
Cl -3.077708 -2.201790 -2.724239 1.64 0.67 -0.22
In -0.492217 -0.449201 -1.184619 1.15 -0.78 -0.27
C -0.345513 -1.664457 0.741831 1.37 -2.54 2.45
C 0.588996 -2.995995 0.352680 -0.02 1.37 -0.92
C 2.138933 -2.461733 0.338824 0.46 -0.29 0.31
C 3.242509 -3.539128 -0.216711 -0.14 0.50 -0.59
C 4.211591 -2.810588 -1.320260 0.53 -1.50 -0.40
C 5.504405 -2.018167 -0.697614 -0.71 1.23 -0.94
C 5.148762 -0.882827 0.430605 1.02 1.38 -2.40
O 5.337640 -1.507775 1.750350 -1.77 1.16 -0.37
C 4.509231 -0.880538 2.791528 -1.64 -0.27 2.68
P -1.752033 1.737442 -0.952917 -1.59 -0.21 0.69
C -3.653774 1.478455 -0.794977 -0.42 1.19 0.99
O -1.313127 2.518768 0.580638 1.02 -0.84 -0.72
H -0.723137 -3.414844 -5.017852 -0.46 2.60 -0.64
H -1.921208 -2.215852 -5.942754 2.26 -0.40 0.78
H 0.033255 -2.139665 -6.181803 -2.10 -0.21 1.26
H 0.352383 -0.854825 -4.082899 -2.34 -0.51 -0.45
H -1.387439 -0.195214 -4.461511 0.92 -1.81 -0.33
H -0.707527 -2.891806 -2.760163 -1.22 2.37 0.18
H 1.230370 -0.040546 -1.650188 -0.89 0.11 0.19
H -1.383618 -1.952357 1.198830 1.38 0.65 -1.25
H 0.338467 -1.025129 1.476530 -1.61 -0.89 -1.59
H 0.277760 -3.380808 -0.733272 0.66 0.56 2.38
H 0.407630 -3.874836 1.111925 0.28 1.78 -1.38
H 2.449022 -2.207047 1.455392 -0.83 -0.28 -2.31
H 2.264426 -1.483161 -0.333178 -0.62 -2.12 1.63
H 3.888327 -3.895921 0.699066 -1.29 0.29 -1.92
H 2.720236 -4.449644 -0.785174 1.14 1.90 1.57
H 3.556092 -2.157997 -2.069094 1.52 -1.06 1.81
H 4.656643 -3.686395 -1.998737 -0.86 1.96 1.41
H 6.008797 -1.434258 -1.607276 -0.86 -1.40 2.09
H 6.311935 -2.760752 -0.258700 -1.51 1.19 -1.23
H 5.914880 0.023126 0.370585 -1.72 -2.06 0.25
H 4.078094 -0.391195 0.278113 2.23 -1.43 0.70
H 3.535179 -0.351871 2.391633 2.62 -1.25 0.41
H 4.129183 -1.762824 3.499872 0.89 1.55 -1.45
H 5.102340 -0.149141 3.490427 -0.75 -1.13 -1.75
H -4.099571 2.559212 -0.553372 0.82 -2.54 -0.52
H -3.922875 0.754387 0.091343 0.41 1.24 -2.07
H -4.091302 1.161371 -1.833598 0.76 0.25 1.95
H -0.472297 2.104738 0.938440 -1.23 0.42 -0.08
F -3.422983 4.571134 -1.310128 0.08 -0.08 0.59
C -2.999649 4.967533 -2.517718 -0.10 0.63 -1.56
C -3.818651 5.775725 -3.298560 0.10 -0.26 0.25
C -3.376144 6.192920 -4.553836 0.13 -0.11 -0.48
C -2.122723 5.787792 -5.019221 -0.56 -0.84 2.39
C -1.310107 4.972384 -4.230111 -0.07 0.07 0.31
C -1.748230 4.564633 -2.970419 -0.51 0.36 -0.50
H -4.792535 6.073548 -2.923991 0.11 0.06 -0.01
H -4.005670 6.831277 -5.168773 0.08 -0.09 0.19
H -1.779851 6.109762 -6.000214 0.32 0.59 -0.95
H -0.336676 4.654971 -4.596150 -0.35 0.10 0.47
H -1.125750 3.938130 -2.340230 -0.30 -0.29 -1.65
Li -2.122020 1.196296 -3.671533 -0.19 0.14 0.17
C 1.069972 0.542321 5.521302 -0.71 0.23 0.62
C -0.121647 0.564931 4.567755 -0.07 -0.97 0.49
O 0.172670 1.595069 3.627024 1.18 0.55 -0.45
S 1.787461 1.667824 3.408890 0.33 0.94 1.51
O 2.115976 0.918023 2.216831 -0.57 0.94 0.57
O 2.216870 3.029861 3.625372 -0.68 -2.03 -0.95
O 2.216119 0.776164 4.704688 -0.09 0.38 -1.77
H 1.003299 1.352393 6.254710 0.01 -0.15 -0.15
H 1.162595 -0.413617 6.043678 0.18 0.19 -0.27
H -1.063218 0.770354 5.082553 0.31 0.17 -0.25
H -0.205484 -0.379284 4.019340 0.00 -0.01 0.10
C -2.369188 0.496577 8.077406 -0.33 -0.20 0.41
Cl -0.610399 0.325550 8.126277 -0.13 -0.09 0.27
Cl -2.889033 1.301124 6.591668 -0.28 0.08 0.08
H -2.824584 -0.495723 8.122675 0.19 0.26 -0.12
H -2.692811 1.090559 8.935574 0.17 -0.06 -0.30
Al 6.571211 -2.931868 1.892547 0.24 -0.16 0.61
Cl -0.224915 5.418932 -6.699790 0.60 0.10 -1.54
F -4.949012 -3.699042 1.073247 1.14 -0.04 -0.48
Al -5.998342 -4.392606 -0.215736 -1.82 -1.68 -2.34
F -5.039752 -5.543819 -1.215421 -1.09 1.93 1.62
F -6.622106 -3.065277 -1.260897 1.24 -1.52 1.66
F -7.382450 -5.262334 0.540256 2.32 1.55 -0.77
F 5.801217 1.106787 2.106403 0.01 0.21 0.15
Al -0.873779 4.336819 -0.559541 0.48 0.23 2.26
F -2.978652 -3.637153 0.682515 -1.21 0.27 0.30
```
Positions in Å, forces in eV/Å.

Results
**M**: 928.081 g mol⁻¹
**Maximum force**: 0.0736 hartree/bohr
**Kohn-Sham gap**: 0.047 Ha
**Total charge**: +2

***

Density functional theory data (ωB97M-V with the def2-TZVPD basis set) for an isolated molecule of C5H8.

```
13
Properties=species:S:1:pos:R:3:forces:R:3
C 1.330927 -0.166983 -1.387212 0.04 0.03 -0.05
C 0.614354 -0.451493 -0.070967 -0.01 -0.09 0.04
C -0.353703 0.683300 0.306867 -0.02 0.09 -0.08
C -1.427763 0.243663 1.199363 -0.37 -0.09 0.26
C -2.335153 -0.147516 1.886725 0.32 0.08 -0.16
H 0.608592 -0.112596 -2.211205 0.13 -0.02 0.12
H 1.866561 0.789675 -1.357182 -0.05 -0.15 0.03
H 2.053319 -0.955240 -1.622741 -0.09 0.14 0.02
H 0.052274 -1.388983 -0.149970 0.06 0.15 -0.02
H 1.336639 -0.594032 0.741846 -0.11 0.02 -0.12
H 0.197414 1.514133 0.766082 -0.10 -0.13 -0.06
H -0.813158 1.090561 -0.604528 0.05 -0.10 0.13
H -3.130304 -0.504489 2.502922 0.14 0.09 -0.10
```
Positions in Å, forces in eV/Å.

Results
**M**: 68.119 g mol⁻¹
**SMILES**: C#CCCC
**Maximum force**: 0.0089 hartree/bohr
**Kohn-Sham gap**: 0.406 Ha

***

Q: Which formula does entry 3 have?
A: C5H8